1.
{"formula": "C2H3N2O", "method": "the ωB97M-V functional and the def2-TZVPD basis", "species": ["N", "C", "C", "N", "O", "H", "H", "H"], "positions_angstrom": [[-1.257990, 1.942811, -0.156066], [-0.957985, 0.877583, 0.099293], [-0.375146, -0.473987, 0.401944], [0.882494, -0.263451, -0.287743], [1.330420, 0.771068, -0.713281], [-0.209521, -0.536173, 1.484679], [-0.752198, -1.232627, -0.208559], [1.339927, -1.085224, -0.620268]], "forces_ev_per_angstrom": [[-0.4446, 1.0815, -0.2371], [-0.8255, -1.9902, 1.1236], [0.0979, 4.7821, -0.0850], [2.4526, 2.6428, -1.7334], [-0.9886, -2.4159, 1.3999], [-0.1134, -0.8449, -0.1384], [-1.4241, -1.7857, -0.0994], [1.2455, -1.4697, -0.2302]], "homo_lumo_gap_ev": 8.61, "total_charge": 1, "relative_energy_kj_mol": 465.5, "fmax_ha_per_bohr": 0.09303, "homo_ev": -17.708}

2.
{"formula": "CH3Br3OSi", "method": "the ωB97M-V functional and the def2-TZVPD basis", "species": ["C", "O", "Si", "Br", "Br", "Br", "H", "H", "H"], "positions_angstrom": [[1.486712, -0.281348, 0.666946], [0.267430, 0.188184, 1.045722], [-1.512839, 0.361955, -0.563551], [-1.604687, -1.684263, -1.464252], [-3.098759, 0.848096, 0.784478], [-0.918564, 1.881161, -2.116329], [1.309860, -0.707867, -0.323626], [1.881293, -1.122223, 1.420270], [2.189555, 0.516305, 0.550343]], "forces_ev_per_angstrom": [[0.1356, -2.2601, -0.0482], [-4.3537, 1.1287, -1.0159], [3.7253, -0.6863, 1.3144], [-0.0069, 0.9637, 0.3831], [-0.2388, 0.1452, 0.0270], [-0.4215, -0.7861, 0.9065], [0.9825, -0.6822, -0.1481], [-0.7065, 1.6868, -1.5618], [0.8840, 0.4902, 0.1429]], "homo_lumo_gap_ev": 8.06, "relative_energy_kj_mol": 314.6, "fmax_ha_per_bohr": 0.08967, "homo_ev": -9.199}